Record 1
Here is the ion C4H5N4 with charge +1 in a non-equilibrium geometry from the Open Molecules 2025 dataset. Energies are from the ωB97M-V functional and the def2-TZVPD basis.

Cartesian coordinates (Å):
1 C 3.115 -0.054 -0.012
2 C 0.164 1.841 0.072
3 C -1.376 -0.102 -0.115
4 C -1.613 -1.341 0.068
5 N 3.895 -0.956 -0.086
6 N 1.375 1.526 0.139
7 N 1.994 0.423 -0.073
8 N -1.065 1.112 -0.239
9 H -0.065 2.881 0.246
10 H 4.883 -1.006 0.041
11 H -1.486 -2.090 -0.700
12 H -2.012 -1.716 1.002
13 H -1.790 1.750 -0.571

Properties
Frontier orbital gap (spin up / spin down): 6.31 / 6.46 eV
⟨S²⟩: 2.034
E: -10174.7365 eV
Charge: +1
Energy relative to the best compared isomer or geometry (same formula, charge and spin): 10.5 kcal per mole
Spin multiplicity: 3

=====

Record 2
Here is an isolated molecule of C4H5N5 in a non-equilibrium geometry from the Open Molecules 2025 dataset. Energies are from the ωB97M-V functional and the def2-TZVPD basis.

Cartesian coordinates (Å):
1 C -0.388 0.131 2.130
2 N 0.582 -0.307 1.191
3 N 1.559 0.411 0.938
4 N 1.988 0.670 -0.183
5 C 1.190 0.165 -1.161
6 C 1.076 0.294 -2.547
7 C -0.174 -0.246 -2.825
8 N -0.729 -0.798 -1.740
9 N 0.090 -0.557 -0.736
10 H -1.354 -0.407 2.274
11 H 0.284 0.162 2.991
12 H -0.767 1.153 1.861
13 H 1.756 0.639 -3.330
14 H -0.615 -0.298 -3.889

Properties
Frontier orbital gap (spin up / spin down): 7.30 / 7.30 eV
SMILES: C/N=N/N=C1/C=CN=N1
E: -11673.4524 eV
Energy relative to the best compared isomer or geometry (same formula, charge and spin): 118.9 kcal per mole

=====

Record 3
Here is an isolated molecule of C4H5NO in a non-equilibrium geometry from the Open Molecules 2025 dataset. Energies are from the ωB97M-V functional and the def2-TZVPD basis.

Cartesian coordinates (Å):
1 C 1.944 0.086 0.293
2 C 0.468 -0.233 0.113
3 N -0.293 0.880 -0.151
4 C -1.529 0.495 -0.372
5 C -2.134 -0.699 -0.496
6 O -0.037 -1.370 0.171
7 H 2.558 -0.787 0.520
8 H 2.048 0.826 1.097
9 H 2.319 0.573 -0.615
10 H -2.325 1.204 -0.650
11 H -3.019 -0.976 0.090

Properties
Frontier orbital gap: 8.62 eV
E: -7762.9423 eV
Energy relative to the best compared isomer or geometry (same formula, charge and spin): 82.7 kcal per mole

=====

Record 4
Here is an isolated molecule of C4H5NO in a non-equilibrium geometry from the Open Molecules 2025 dataset. Energies are from the ωB97M-V functional and the def2-TZVPD basis.

Cartesian coordinates (Å):
1 N -0.872 0.289 -2.709
2 C -0.747 0.519 -1.583
3 C -0.558 0.837 -0.164
4 C 0.661 0.130 0.435
5 C 0.382 -1.316 0.776
6 O -0.684 -1.852 0.602
7 H -0.453 1.922 -0.073
8 H -1.460 0.535 0.377
9 H 1.523 0.170 -0.244
10 H 0.979 0.635 1.357
11 H 1.231 -1.869 1.227

Properties
Frontier orbital gap: 11.17 eV
SMILES: N#CCCC=O
E: -7765.9016 eV
Energy relative to the best compared isomer or geometry (same formula, charge and spin): 14.4 kcal per mole

=====

Record 5
Here is an isolated molecule of C4H5NO from the Open Molecules 2025 dataset. Energies are from the ωB97M-V functional and the def2-TZVPD basis.

Cartesian coordinates (Å):
1 O -1.662 1.437 0.839
2 C -0.836 0.639 0.502
3 C -0.839 -0.549 -0.495
4 N 0.550 -0.783 -0.050
5 C 1.462 0.550 -0.313
6 C 0.608 0.375 0.878
7 H -1.568 -1.313 -0.196
8 H -0.912 -0.350 -1.566
9 H 0.919 1.053 -1.124
10 H 1.304 -1.363 -0.376
11 H 0.974 0.305 1.900

Properties
Frontier orbital gap: 9.07 eV
E: -7761.7903 eV
Energy relative to the best compared isomer or geometry (same formula, charge and spin): 109.2 kcal per mole

=====

Record 6
Here is an isolated molecule of C4H5NO in a non-equilibrium geometry from the Open Molecules 2025 dataset. Energies are from the ωB97M-V functional and the def2-TZVPD basis.

Cartesian coordinates (Å):
1 O -0.636 -0.307 2.313
2 C -0.249 -0.258 1.170
3 C 1.039 0.345 0.604
4 N 0.170 0.975 -0.411
5 C -0.207 -0.088 -1.288
6 C -1.018 -0.295 -0.071
7 H 1.533 1.056 1.264
8 H 1.748 -0.402 0.221
9 H 0.523 -0.835 -1.595
10 H -0.808 0.329 -2.097
11 H -2.095 -0.520 -0.110

Properties
Frontier orbital gap: 9.99 eV
SMILES: O=C1CN2C[C@@H]12
E: -7763.5114 eV
Energy relative to the best compared isomer or geometry (same formula, charge and spin): 69.5 kcal per mole

=====

Record 7
Here is an isolated molecule of C4H5NO in a non-equilibrium geometry from the Open Molecules 2025 dataset. Energies are from the ωB97M-V functional and the def2-TZVPD basis.

Cartesian coordinates (Å):
1 H -3.182 -0.683 -0.151
2 N -2.165 -0.672 -0.156
3 C -1.751 0.487 0.134
4 O -0.461 0.810 0.199
5 C 0.446 -0.238 -0.081
6 C 1.797 0.271 0.037
7 C 2.992 0.158 0.071
8 H -2.326 1.384 0.369
9 H 0.292 -0.652 -1.084
10 H 0.313 -1.071 0.616
11 H 4.046 0.206 0.046

Properties
Frontier orbital gap: 11.09 eV
SMILES: [H]/N=C/OCC#C
E: -7763.8970 eV
Energy relative to the best compared isomer or geometry (same formula, charge and spin): 60.6 kcal per mole

=====

Record 8
Here is a structure of composition C4H5NO from the Open Molecules 2025 dataset. Energies are from the ωB97M-V functional and the def2-TZVPD basis.

Cartesian coordinates (Å):
1 O 2.312 -0.744 0.124
2 C 1.164 -0.365 0.032
3 N 0.018 -1.103 -0.005
4 C -1.181 -0.281 -0.111
5 C -0.753 1.173 -0.160
6 C 0.657 1.074 -0.052
7 H 0.049 -2.109 -0.087
8 H -1.910 -0.504 0.682
9 H -1.675 -0.431 -1.084
10 H 0.041 1.459 0.905
11 H 1.353 1.903 -0.202

Properties
Frontier orbital gap: 9.66 eV
E: -7763.3759 eV
Energy relative to the best compared isomer or geometry (same formula, charge and spin): 72.7 kcal per mole